1.
Here is a 2-piece molecular cluster, C5H11NO overall from the Open Molecules 2025 dataset. Energies are from ωB97M-V/def2-TZVPD.

Properties
M	101.15	g/mol
multiplicity	1
charge	0

Element x y z (Å)
N  -2.76751  1.59676  0.05152
H  -3.76762  1.62777  -0.05977
H  1.74775  -0.58705  0.71053
H  -0.21923  1.18648  0.21898
C  1.36206  -2.82747  0.79166
H  -0.75110  -1.83137  -0.39576
H  0.71381  -3.42528  0.14628
H  -2.36238  2.48986  0.20916
C  -0.18227  -1.03206  0.10344
H  1.84093  2.35403  -1.33659
O  2.79558  2.29308  -1.22967
C  -2.12830  0.39959  -0.10930
H  -2.70166  -0.37903  -0.59869
H  2.37446  -3.11277  0.45462
C  -0.80048  0.27470  0.17189
H  1.35570  -3.15601  1.82942
H  3.10374  2.79841  -0.50546
C  1.03488  -1.38940  0.50869

Cartesian forces, eV/Å:
-1.918 -0.162 -0.485
0.204 -0.025 -0.104
-0.038 -0.294 0.513
0.184 -0.027 0.820
1.221 -0.243 -1.567
-0.387 0.217 0.774
-0.235 -0.280 0.510
0.719 0.098 0.208
0.156 -0.451 -0.742
0.213 0.240 0.392
-0.188 -1.120 -1.515
1.921 0.974 0.165
-0.130 -0.226 0.653
-0.129 0.317 0.027
-1.165 -0.501 -1.578
-0.538 0.286 0.124
-0.028 0.859 1.124
0.137 0.337 0.681

For reference, the Mulliken charges in units of e are: N -0.40; H 0.19; H 0.33; H 0.22; C -1.07; H 0.15; H 0.29; H 0.17; C -0.21; H 0.32; O -0.63; C -0.05; H 0.29; H 0.31; C -0.44; H 0.25; H 0.31; C -0.04

***

2.
Here is a 2-piece molecular cluster, C5H11NO overall from the Open Molecules 2025 dataset. Energies are from ωB97M-V/def2-TZVPD.

Properties
M	101.15	g/mol
multiplicity	1
charge	0

Element x y z (Å)
H  -2.86737  -1.32330  -0.11426
C  -1.40394  1.09138  0.00019
H  -1.08342  0.98123  1.04360
H  3.38231  1.30192  0.54523
H  -1.52177  -2.33408  -0.67009
H  2.16806  1.31245  -0.76055
H  3.58199  0.24662  -0.86953
H  -0.05389  -0.35033  -0.87539
H  -1.43039  -1.52174  0.90159
C  2.85255  0.68126  -0.18362
H  -1.51048  -0.07795  -1.81357
C  1.37875  -0.52081  1.39427
H  -2.47483  1.32698  0.01092
N  2.13623  -0.37920  0.47229
C  -1.13575  -0.18997  -0.78801
C  -1.77471  -1.41332  -0.13327
O  0.63586  -0.78424  2.26946
H  -0.87922  1.95311  -0.42925

Cartesian forces, eV/Å:
0.145 -0.007 -0.002
-0.015 0.056 0.027
-0.043 0.025 -0.162
-0.063 -0.065 -0.123
-0.058 0.128 0.062
0.083 -0.108 0.093
-0.115 0.058 0.110
-0.186 0.023 -0.009
-0.068 0.009 -0.170
0.114 0.199 -0.089
0.039 -0.012 0.136
-0.036 -0.080 0.112
0.148 -0.037 0.009
-0.384 -0.186 0.543
0.038 0.002 -0.060
-0.030 -0.058 0.021
0.517 0.175 -0.548
-0.085 -0.123 0.050

For reference, the Mulliken charges in units of e are: H 0.36; C -1.09; H 0.23; H 0.34; H 0.30; H 0.25; H 0.25; H 0.10; H 0.24; C -0.65; H 0.35; C 0.68; H 0.39; N -0.36; C -0.05; C -1.14; O -0.49; H 0.29

***

3.
Here is a 2-piece molecular cluster, C5H11NO overall from the Open Molecules 2025 dataset. Energies are from ωB97M-V/def2-TZVPD.

Properties
M	101.15	g/mol
multiplicity	1
charge	0

Element x y z (Å)
C  1.23401  0.66984  -2.41860
C  0.36451  -0.60000  -0.56145
N  -2.04859  -0.83151  -0.22309
H  1.13355  1.35650  -3.24748
H  -2.07211  -1.13535  -1.18538
H  -0.69224  0.92804  -1.78384
H  2.27252  0.41153  -2.24851
H  -0.89407  -0.43270  2.22230
C  -0.69353  -0.96394  0.22081
O  1.06758  2.07571  2.34936
C  0.19324  0.31503  -1.67891
H  -2.36417  0.12032  -0.06988
H  -1.06416  -2.16279  2.01076
H  1.23098  -1.25554  -0.53440
C  -0.50472  -1.29109  1.65907
H  0.53883  -1.36208  1.96544
H  0.78790  1.41515  1.70456
H  1.51045  2.74288  1.81924

Cartesian forces, eV/Å:
0.615 0.722 -0.918
-1.750 -1.053 -0.142
0.809 0.123 0.705
-0.222 0.296 0.084
-0.334 0.604 -0.179
-0.444 -0.554 -0.140
-0.169 -0.711 0.128
-0.125 -0.059 0.014
0.726 0.612 -0.101
-0.093 -0.119 -0.084
0.936 -0.099 0.253
-0.512 -0.202 -0.270
0.045 0.045 -0.142
0.630 0.888 0.564
-0.258 -0.392 0.494
0.061 -0.144 -0.266
0.027 -0.046 0.008
0.058 0.091 -0.008

For reference, the Mulliken charges in units of e are: C -0.84; C -0.60; N -0.60; H 0.26; H 0.31; H 0.22; H 0.26; H 0.29; C 0.71; O -0.65; C -0.10; H 0.26; H 0.34; H 0.34; C -1.19; H 0.34; H 0.33; H 0.31

***

4.
Here is an isolated ion of composition C5H11NO and charge +1 from the Open Molecules 2025 dataset. Energies are from ωB97M-V/def2-TZVPD.

Properties
<S²>	0.75
M	101.15	g/mol
multiplicity	2
charge	+1

Element x y z (Å)
H  -0.52099  -1.22031  -0.63764
C  1.59961  -1.43988  -0.95657
C  -2.37255  0.40607  0.49490
H  1.97187  -1.98936  -0.16850
H  0.22754  -0.38710  1.55135
N  -1.01441  1.04635  0.68515
H  -2.53746  -0.00695  -0.47529
O  2.42906  1.35290  0.11152
H  1.52665  -2.13516  -1.82147
H  0.16552  0.06632  -1.61231
C  0.33537  -0.59953  -0.70714
H  1.26324  1.78968  1.73410
C  1.36686  1.23319  0.74331
H  2.28828  -0.61745  -1.09625
H  -1.08433  1.83812  0.01730
H  -2.55574  -0.52095  1.14826
C  0.22169  0.25556  0.54963
H  -3.31024  0.92848  0.43964

Cartesian forces, eV/Å:
-0.992 -0.847 -0.243
-0.367 2.142 -1.288
0.557 -2.534 2.585
0.359 -1.217 2.086
0.128 0.859 -2.051
-3.023 -1.306 -3.953
1.296 -0.550 -1.602
-3.817 -0.728 1.278
-0.269 0.906 0.394
0.269 -0.621 1.041
-1.365 -0.091 -1.797
0.043 -0.151 -1.030
3.754 1.290 0.708
0.967 -0.559 -0.689
0.770 0.412 1.030
0.705 1.545 -0.564
0.830 -0.334 3.022
0.156 1.784 1.073

For reference, the Mulliken charges in units of e are: H 0.45; C -1.33; C -0.91; H 0.40; H 0.30; N -0.03; H 0.39; O -0.39; H 0.33; H 0.33; C -0.63; H 0.32; C -0.13; H 0.38; H 0.39; H 0.39; C 0.36; H 0.38

***

5.
Here is a 4-piece molecular cluster, C5H11NO2 overall from the Open Molecules 2025 dataset. Energies are from ωB97M-V/def2-TZVPD.

Properties
<S²>	1.09
M	117.15	g/mol
multiplicity	2
charge	-1

Element x y z (Å)
H  -0.37167  -2.71396  -2.46596
N  -0.87105  2.08644  2.06139
H  -1.80121  2.42809  2.39361
C  0.04110  -1.78438  -2.10061
H  0.05816  0.30086  1.30967
O  -0.37219  -2.28374  0.29579
H  1.05091  -0.84645  -0.59119
H  0.45711  0.84902  -4.38263
H  1.82529  0.45196  3.27910
C  -0.86189  -0.54868  -1.31443
H  -0.55653  0.71270  3.72279
H  1.40798  1.60486  1.75555
C  0.11960  -1.47718  -0.61561
H  -1.83378  -0.60689  -0.88845
C  1.18724  1.09073  2.66385
H  -0.35748  0.35922  -1.51172
C  -0.16265  1.26601  2.86311
O  0.47215  0.31195  -3.59161
H  0.56891  -1.20057  -2.88264

Cartesian forces, eV/Å:
-0.822 -0.036 0.521
0.406 -0.222 2.059
1.083 -1.146 0.003
-2.616 1.731 1.163
1.837 -0.146 1.455
0.549 0.928 -0.263
-0.218 -0.690 1.757
0.139 0.205 -0.299
-0.238 0.215 -0.566
0.611 -2.587 -1.715
-0.533 0.365 0.131
1.584 0.654 -0.173
2.878 -0.924 -0.823
-0.845 -0.131 -0.309
0.425 -1.896 -2.666
-0.138 0.995 -0.415
-4.606 2.137 -0.290
0.139 0.390 -0.152
0.364 0.158 0.583

For reference, the Mulliken charges in units of e are: H 0.29; N -0.69; H 0.18; C -0.77; H 0.17; O -0.60; H 0.33; H 0.12; H 0.24; C -0.56; H 0.30; H 0.47; C 0.37; H 0.32; C -0.90; H 0.29; C 0.23; O -1.01; H 0.24

***

6.
Here is C5H11NO2 as an isolated structure from the Open Molecules 2025 dataset. Energies are from ωB97M-V/def2-TZVPD.

Properties
<S²>	0.76
M	117.15	g/mol
multiplicity	2
charge	-1

Element x y z (Å)
H  0.99431  0.03528  -1.62321
H  -2.81417  -0.12735  -0.11195
H  -0.41126  1.16484  1.35305
O  2.30857  1.53295  0.57549
C  -1.03835  0.36069  0.98070
N  0.59250  0.46117  -0.80085
H  0.27857  -1.33173  0.43478
C  -0.21419  -0.49250  -0.01855
H  -1.35326  -0.21673  1.88770
H  -2.38525  1.50447  -0.43499
C  -2.37886  0.76742  0.38511
H  3.67218  -1.00636  -0.17519
H  -1.10503  -0.79892  -0.72426
H  2.77872  -0.76688  -1.61625
C  2.03367  0.52035  -0.05390
C  2.69011  -0.65456  -0.51392
H  -3.03939  1.05006  1.20621
O  -2.59175  -1.41267  -1.33552
H  1.98289  -0.58952  0.58556

Cartesian forces, eV/Å:
-1.161 -0.416 -0.693
0.013 0.240 0.442
-0.074 0.481 0.043
0.375 -1.233 0.712
-0.003 -1.004 0.706
3.794 -0.292 1.957
0.473 -0.539 0.114
-3.375 1.860 -1.290
0.629 0.010 -0.585
0.353 0.098 0.571
-0.433 -0.113 -0.496
-0.171 0.821 0.742
1.497 -0.908 0.568
-1.997 -0.924 0.744
-2.448 5.505 -3.508
2.558 0.140 1.567
-0.213 0.403 -0.176
-0.178 -0.184 -0.276
0.360 -3.944 -1.142

For reference, the Mulliken charges in units of e are: H 0.26; H 0.40; H 0.26; O -0.57; C -0.25; N -0.51; H 0.41; C -0.50; H 0.22; H 0.33; C -1.35; H 0.30; H 0.40; H 0.25; C 0.88; C -1.04; H 0.36; O -0.99; H 0.13

***

7.
Here is C5H11NO2 as an isolated structure from the Open Molecules 2025 dataset. Energies are from ωB97M-V/def2-TZVPD.

Properties
M	117.15	g/mol
multiplicity	1
charge	0

Element x y z (Å)
H  2.36529  -0.99603  -0.66140
H  -2.41175  1.70025  1.73504
O  -1.58827  1.25322  0.00092
H  -0.60227  -2.06422  0.22954
C  0.26827  1.19233  0.33502
H  0.78307  -1.69458  1.23031
H  0.15932  0.58507  -2.24902
C  -0.09777  -1.25418  0.75807
H  -3.12848  0.48955  0.99406
H  2.54557  0.05282  0.76697
H  0.38925  -1.15933  -2.06755
C  0.21454  -0.11774  -0.18840
C  -0.12694  -0.28738  -1.65970
N  -2.19833  0.84588  1.21825
C  2.13083  -0.02063  -0.23849
H  2.49046  0.77771  -0.88796
O  0.75552  2.13711  0.82647
H  -0.74251  -1.01602  1.60214
H  -1.20578  -0.42385  -1.74427

Cartesian forces, eV/Å:
0.199 0.042 -0.034
0.117 0.012 -0.030
0.915 0.797 0.497
0.046 0.131 -0.221
-4.012 2.404 0.948
0.224 0.155 -0.359
-0.044 -0.030 0.092
-0.320 -0.745 0.754
0.238 -0.092 -0.361
-0.263 0.112 -0.037
0.015 0.045 0.187
6.415 -0.669 -0.545
-0.567 0.186 0.193
-0.164 0.491 0.600
-1.796 -1.397 -0.307
-0.267 0.003 0.073
-0.696 -1.957 -1.008
-0.154 0.493 -0.324
0.115 0.017 -0.119

For reference, the Mulliken charges in units of e are: H 0.45; H 0.21; O -0.50; H 0.38; C 0.28; H 0.34; H 0.35; C -1.40; H 0.20; H 0.39; H 0.43; C 1.49; C -1.50; N -0.48; C -1.40; H 0.40; O -0.41; H 0.39; H 0.40

***

8.
Here is C5H11NO2 as an isolated structure from the Open Molecules 2025 dataset. Energies are from ωB97M-V/def2-TZVPD.

Properties
M	117.15	g/mol
multiplicity	1
charge	0

Element x y z (Å)
H  2.15110  -1.83397  -0.58496
O  -1.34495  -0.42727  1.70159
N  -1.46715  1.45817  -2.13016
C  0.76362  -0.37890  0.42246
C  1.42208  -1.58342  0.37528
H  0.77223  -0.73461  3.46478
H  0.44419  0.09816  -1.58702
H  -1.41709  1.29720  0.01026
C  -0.10701  -0.26167  1.60530
H  0.81117  -2.37639  -0.19384
H  -1.06701  -1.03919  -0.76944
H  0.26858  2.20321  -0.85987
H  1.65050  0.54970  0.49112
C  -0.15138  -0.16978  -0.77708
C  -0.79038  1.27219  -0.91663
H  1.87900  -1.87117  1.04141
O  0.66560  0.07831  2.81278
H  -2.51984  1.07572  -2.00983
H  -1.96327  2.64373  -2.09617

Cartesian forces, eV/Å:
-0.781 2.040 2.087
4.767 0.575 -0.610
-6.116 3.992 -1.008
-0.591 7.222 -0.949
-4.517 -2.247 -16.566
-0.824 2.416 -2.102
1.415 -2.017 -2.318
0.370 1.215 -0.642
-3.216 -0.390 4.263
-0.280 0.495 2.143
2.895 2.416 -0.592
-3.321 -2.935 0.033
-2.790 -2.239 -0.071
-2.616 0.562 0.071
2.545 1.108 4.244
7.909 -5.438 12.558
-0.411 -2.764 0.013
3.091 0.246 -0.354
2.470 -4.258 -0.199

For reference, the Mulliken charges in units of e are: H 0.30; O -0.51; N -0.69; C 1.17; C -2.16; H 0.35; H 0.40; H 0.36; C 0.30; H 0.32; H 0.19; H 0.25; H 0.22; C -0.91; C -0.56; H 0.85; O -0.50; H 0.31; H 0.31

***

What did we get for E? Answer: -8899.325 -8900.837 -8899.152 -8889.839 -10938.623 -10941.080 -10943.626 -10941.620 eV, in the order shown.